Molecular formula: C6H5BeBrNO2
Method: DFT, ωB97M-V/def2-TZVPD

Geometry (Å):
Be -5.175 -0.567 3.325
Br -3.777 1.251 1.484
C 0.620 -1.643 0.672
C 1.793 -1.277 0.104
C 1.772 -0.131 -0.744
C 0.644 0.663 -0.859
C -0.533 0.299 -0.143
C -0.535 -0.902 0.554
N 0.695 1.935 -1.697
O -0.339 2.633 -1.616
O 1.748 2.203 -2.344
H 0.520 -2.584 1.192
H 2.749 -1.762 0.238
H 2.662 0.309 -1.169
H -1.426 0.892 -0.011
H -1.419 -1.319 1.013

Its LUMO energy (alpha / beta) is -1.0 / -3.4 eV. The multiplicity is 2. The charge is 0.

For reference, the Löwdin charges in units of e are: number 1, Be, carries 0.464; number 2, Br, carries -0.328; number 3, C, carries -0.111; number 4, C, carries -0.062; number 5, C, carries -0.005; number 6, C, carries -0.114; number 7, C, carries -0.010; number 8, C, carries -0.083; number 9, N, carries -0.292; number 10, O, carries 0.058; number 11, O, carries 0.041; number 12, H, carries 0.107; number 13, H, carries 0.106; number 14, H, carries 0.110; number 15, H, carries 0.025; number 16, H, carries 0.095

***

Molecular formula: C31H31FN3OsP2S2Te
Method: DFT, ωB97M-V/def2-TZVPD

Geometry (Å):
Os -1.090 1.323 0.857
S 1.472 0.860 2.343
P 1.388 -0.606 1.005
C -0.161 -0.344 0.254
P -0.808 0.209 -1.265
S 0.297 3.341 0.220
C 0.413 0.195 -2.585
C 1.002 -1.011 -2.960
C 1.927 -1.028 -3.990
C 2.265 0.153 -4.645
C 1.685 1.354 -4.266
C 0.754 1.377 -3.235
C -2.130 -0.964 -1.740
C -2.250 -1.435 -3.044
C -3.207 -2.396 -3.356
C -4.049 -2.884 -2.370
C -3.960 -2.386 -1.074
C -3.011 -1.426 -0.763
C 1.340 -2.264 1.712
C 0.593 -3.265 1.094
C 0.573 -4.545 1.632
C 1.292 -4.821 2.788
C 2.029 -3.821 3.411
C 2.056 -2.540 2.876
C 2.794 -0.601 -0.125
C 3.286 -1.793 -0.652
C 4.427 -1.782 -1.441
C 5.078 -0.585 -1.704
C 4.580 0.608 -1.196
C 3.440 0.604 -0.403
H 0.732 -1.930 -2.452
H 2.391 -1.962 -4.282
H 2.984 0.133 -5.455
H 1.955 2.273 -4.773
H 0.301 2.313 -2.929
H -1.597 -1.057 -3.823
H -3.289 -2.762 -4.372
H -4.780 -3.647 -2.609
H -4.633 -2.750 -0.306
H -2.954 -1.038 0.245
H 0.010 -3.036 0.207
H -0.006 -5.325 1.153
H 1.269 -5.818 3.211
H 2.581 -4.038 4.318
H 2.615 -1.749 3.361
H 2.793 -2.733 -0.433
H 4.814 -2.711 -1.844
H 5.986 -0.585 -2.295
H 5.090 1.541 -1.402
H 3.056 1.526 0.015
C -2.337 4.789 -1.409
Te -1.393 4.933 0.468
C -0.178 6.552 -0.149
H -1.556 4.542 -2.123
H -2.796 5.748 -1.646
H -3.080 4.001 -1.339
H -0.820 7.419 -0.311
H 0.340 6.282 -1.065
H 0.542 6.770 0.638
F -2.591 2.692 0.785
N -3.107 2.329 5.744
C -2.583 1.389 4.920
C -2.204 1.700 3.606
N -1.708 0.760 2.813
C -1.572 -0.491 3.277
C -1.937 -0.763 4.577
N -2.435 0.155 5.400
H -3.276 3.268 5.440
H -3.352 2.061 6.680
H -2.318 2.696 3.201
H -1.163 -1.237 2.612
H -1.816 -1.765 4.974

Its LUMO energy (alpha / beta) is -2.5 / -3.6 eV. For the relative energy (zero: lowest compared OMol25 entry of this formula, charge and spin), the calculation gives 29.21 kcal/mol. The multiplicity is 5. The charge is +1.

For reference, the Löwdin charges in units of e are: number 1, Os, carries 1.095; number 2, S, carries 0.305; number 3, P, carries 0.426; number 4, C, carries -0.726; number 5, P, carries 0.869; number 6, S, carries -0.066; number 7, C, carries -0.379; number 8, C, carries -0.104; number 9, C, carries -0.064; number 10, C, carries -0.062; number 11, C, carries -0.066; number 12, C, carries -0.088; number 13, C, carries -0.350; number 14, C, carries -0.086; number 15, C, carries -0.069; number 16, C, carries -0.073; number 17, C, carries -0.071; number 18, C, carries -0.107; number 19, C, carries -0.374; number 20, C, carries -0.100; number 21, C, carries -0.069; number 22, C, carries -0.069; number 23, C, carries -0.065; number 24, C, carries -0.081; number 25, C, carries -0.334; number 26, C, carries -0.084; number 27, C, carries -0.074; number 28, C, carries -0.069; number 29, C, carries -0.062; number 30, C, carries -0.089; number 31, H, carries 0.116; number 32, H, carries 0.114; number 33, H, carries 0.111; number 34, H, carries 0.110; number 35, H, carries 0.083; number 36, H, carries 0.104; number 37, H, carries 0.110; number 38, H, carries 0.109; number 39, H, carries 0.109; number 40, H, carries 0.078; number 41, H, carries 0.101; number 42, H, carries 0.109; number 43, H, carries 0.109; number 44, H, carries 0.110; number 45, H, carries 0.096; number 46, H, carries 0.105; number 47, H, carries 0.111; number 48, H, carries 0.110; number 49, H, carries 0.110; number 50, H, carries 0.074; number 51, C, carries -0.348; number 52, Te, carries 1.285; number 53, C, carries -0.397; number 54, H, carries 0.016; number 55, H, carries 0.026; number 56, H, carries 0.013; number 57, H, carries 0.020; number 58, H, carries 0.018; number 59, H, carries 0.016; number 60, F, carries -0.711; number 61, N, carries 0.154; number 62, C, carries -0.350; number 63, C, carries -0.055; number 64, N, carries -0.143; number 65, C, carries -0.136; number 66, C, carries -0.082; number 67, N, carries 0.147; number 68, H, carries 0.105; number 69, H, carries 0.112; number 70, H, carries 0.104; number 71, H, carries 0.088; number 72, H, carries 0.121

***

Molecular formula: Cl5NiO20
Method: DFT, ωB97M-V/def2-TZVPD

Geometry (Å):
Ni -0.373 -0.138 -0.236
Cl -3.720 0.540 -1.272
O -3.522 1.605 -0.303
O -3.942 1.158 -2.600
O -2.624 -0.445 -1.117
O -4.942 -0.174 -1.020
Cl 0.201 2.626 -1.155
O -0.752 2.632 -0.108
O -0.746 2.864 -2.179
O 0.886 3.871 -0.789
O 0.980 1.422 -1.245
Cl -0.201 -1.151 2.353
O -0.023 0.225 1.883
O 0.347 -1.773 1.223
O 0.444 -1.663 3.553
O -1.585 -1.578 2.249
Cl 0.077 -3.337 -1.750
O 0.233 -1.897 -1.732
O -1.232 -4.010 -1.772
O 0.241 -3.701 -3.142
O 0.970 -4.069 -0.916
Cl 3.841 1.382 1.994
O 5.150 0.984 1.734
O 3.017 0.607 1.142
O 3.564 1.202 3.361
O 3.708 2.816 1.843

Its LUMO energy (alpha / beta) is 7.0 / 5.1 eV. The multiplicity is 3. The charge is -3.

For reference, the Löwdin charges in units of e are: number 1, Ni, carries 1.005; number 2, Cl, carries 0.690; number 3, O, carries -0.361; number 4, O, carries -0.377; number 5, O, carries -0.392; number 6, O, carries -0.381; number 7, Cl, carries 0.641; number 8, O, carries -0.376; number 9, O, carries -0.333; number 10, O, carries -0.339; number 11, O, carries -0.335; number 12, Cl, carries 0.707; number 13, O, carries -0.351; number 14, O, carries -0.380; number 15, O, carries -0.285; number 16, O, carries -0.327; number 17, Cl, carries 0.677; number 18, O, carries -0.369; number 19, O, carries -0.385; number 20, O, carries -0.427; number 21, O, carries -0.330; number 22, Cl, carries 0.550; number 23, O, carries -0.384; number 24, O, carries -0.357; number 25, O, carries -0.385; number 26, O, carries -0.395

***

Molecular formula: C4H13N2
Method: DFT, ωB97M-V/def2-TZVPD

Geometry (Å):
C -2.324 0.168 0.658
N -1.010 -0.552 0.451
C -0.491 -0.787 -0.908
C 1.152 -0.673 -0.755
C 1.676 0.719 -0.474
N 1.458 1.086 0.927
H -1.959 1.157 0.143
H -2.483 0.393 1.795
H -3.235 -0.385 0.354
H -1.193 -1.501 0.866
H -0.263 -0.303 1.111
H -0.757 -1.829 -1.269
H -0.920 -0.042 -1.664
H 1.464 -0.994 -1.775
H 1.417 -1.467 -0.066
H 1.175 1.423 -0.995
H 2.719 0.777 -0.956
H 2.184 0.720 1.539
H 1.389 2.090 1.016

Its LUMO energy is -3.1 eV. The SMILES is C[NH2+]CCCN. For the relative energy (zero: lowest compared OMol25 entry of this formula, charge and spin), the calculation gives 47.07 kcal/mol. The charge is +1.

For reference, the Löwdin charges in units of e are: number 1, C, carries 0.001; number 2, N, carries -0.079; number 3, C, carries -0.119; number 4, C, carries -0.146; number 5, C, carries -0.278; number 6, N, carries 0.007; number 7, H, carries 0.136; number 8, H, carries 0.133; number 9, H, carries 0.108; number 10, H, carries 0.187; number 11, H, carries 0.133; number 12, H, carries 0.142; number 13, H, carries 0.149; number 14, H, carries 0.122; number 15, H, carries 0.109; number 16, H, carries 0.071; number 17, H, carries 0.148; number 18, H, carries 0.092; number 19, H, carries 0.084

***

Molecular formula: C50H62AsN2ORuSTe
Method: DFT, ωB97M-V/def2-TZVPD

Geometry (Å):
Ru -1.083 0.279 -0.943
C -4.348 -1.909 0.665
C -3.821 -0.500 0.630
C -2.943 -0.058 1.622
C -2.841 -0.840 2.903
C -2.254 1.151 1.427
C -1.273 1.655 2.456
C -2.665 2.030 0.393
C -2.025 3.397 0.304
C -3.819 1.720 -0.351
C -4.664 2.829 -0.937
C -4.296 0.407 -0.335
C -5.417 -0.040 -1.238
H -4.350 -2.334 -0.339
H -5.373 -1.951 1.047
H -3.715 -2.542 1.279
H -3.826 -1.217 3.176
H -2.491 -0.217 3.724
H -2.174 -1.699 2.824
H -1.791 2.311 3.163
H -0.469 2.228 2.000
H -0.820 0.839 3.011
H -0.937 3.320 0.280
H -2.290 4.013 1.167
H -2.326 3.929 -0.594
H -5.377 3.132 -0.164
H -5.255 2.522 -1.797
H -4.098 3.713 -1.218
H -6.347 -0.162 -0.676
H -5.170 -1.006 -1.671
H -5.605 0.648 -2.057
S 2.360 0.793 -3.734
C 2.739 -0.536 -2.721
C 1.771 -0.784 -1.799
C 0.671 0.113 -1.911
C 0.863 1.024 -2.918
C -0.199 1.905 -3.354
C -0.079 2.839 -4.379
C -1.201 3.525 -4.802
C -2.425 3.236 -4.211
C -2.461 2.314 -3.185
N -1.376 1.683 -2.730
H 3.675 -1.058 -2.855
H 1.835 -1.589 -1.080
H 0.890 2.998 -4.834
H -1.130 4.262 -5.591
H -3.337 3.711 -4.545
H -3.396 2.044 -2.719
C 5.800 2.208 6.792
C 4.987 1.722 5.623
C 4.118 2.567 4.947
C 3.339 2.127 3.882
C 2.366 3.113 3.285
C 3.480 0.799 3.445
Te 2.374 -0.002 1.744
N 0.242 -0.281 0.674
C -0.215 -1.504 0.791
O -1.126 -1.884 -0.027
C 0.221 -2.514 1.815
C 0.410 -2.201 3.160
C 0.727 -3.192 4.077
C 0.856 -4.509 3.660
C 0.671 -4.830 2.322
C 0.346 -3.839 1.407
C 3.083 1.512 0.447
C 2.189 2.427 -0.096
C 2.641 3.450 -0.912
C 3.996 3.550 -1.191
C 4.882 2.620 -0.669
C 4.449 1.582 0.157
C 5.453 0.603 0.706
C 4.321 -0.086 4.142
C 4.497 -1.549 3.795
C 5.066 0.401 5.210
H 5.565 3.243 7.036
H 6.867 2.141 6.572
H 5.610 1.597 7.675
H 4.018 3.598 5.271
H 1.987 3.778 4.062
H 1.520 2.606 2.826
H 2.848 3.731 2.526
H 0.260 -1.184 3.505
H 0.857 -2.939 5.122
H 1.081 -5.288 4.377
H 0.778 -5.855 1.988
H 0.173 -4.088 0.367
H 1.131 2.330 0.119
H 1.940 4.167 -1.324
H 4.364 4.348 -1.824
H 5.937 2.697 -0.907
H 6.385 0.648 0.144
H 5.075 -0.421 0.662
H 5.680 0.825 1.751
H 3.908 -1.863 2.938
H 4.207 -2.172 4.643
H 5.546 -1.763 3.581
H 5.722 -0.285 5.739
C -4.697 -3.092 -3.576
C -3.494 -2.401 -4.211
As -2.041 -1.804 -2.999
C -1.288 -3.539 -2.451
C -1.479 -4.744 -3.370
C -0.801 -1.315 -4.466
C -0.774 -2.110 -5.772
H -5.295 -3.572 -4.353
H -5.350 -2.394 -3.053
H -4.392 -3.865 -2.869
H -3.803 -1.533 -4.796
H -2.994 -3.094 -4.885
H -1.703 -3.753 -1.468
H -0.227 -3.327 -2.298
H -2.523 -5.056 -3.410
H -0.900 -5.585 -2.986
H -1.147 -4.558 -4.390
H 0.189 -1.355 -4.014
H -1.005 -0.269 -4.696
H -0.469 -3.143 -5.617
H -0.039 -1.655 -6.440
H -1.733 -2.102 -6.289

Its LUMO energy (alpha / beta) is -2.4 / -3.9 eV. The multiplicity is 5. The charge is +1.

Results of the Löwdin charge analysis, in e, for atoms 1 through 99: number 1, Ru, carries 1.316; number 2, C, carries -0.024; number 3, C, carries -0.205; number 4, C, carries -0.200; number 5, C, carries -0.010; number 6, C, carries -0.232; number 7, C, carries -0.052; number 8, C, carries -0.248; number 9, C, carries -0.034; number 10, C, carries -0.233; number 11, C, carries -0.040; number 12, C, carries -0.200; number 13, C, carries -0.024; number 14, H, carries 0.069; number 15, H, carries 0.102; number 16, H, carries 0.078; number 17, H, carries 0.094; number 18, H, carries 0.083; number 19, H, carries 0.075; number 20, H, carries 0.110; number 21, H, carries 0.043; number 22, H, carries 0.054; number 23, H, carries 0.062; number 24, H, carries 0.103; number 25, H, carries 0.064; number 26, H, carries 0.109; number 27, H, carries 0.067; number 28, H, carries 0.067; number 29, H, carries 0.106; number 30, H, carries 0.036; number 31, H, carries 0.070; number 32, S, carries 1.069; number 33, C, carries -0.375; number 34, C, carries -0.211; number 35, C, carries -0.343; number 36, C, carries -0.548; number 37, C, carries -0.302; number 38, C, carries -0.008; number 39, C, carries -0.031; number 40, C, carries -0.034; number 41, C, carries -0.115; number 42, N, carries 0.025; number 43, H, carries 0.078; number 44, H, carries 0.096; number 45, H, carries 0.111; number 46, H, carries 0.120; number 47, H, carries 0.115; number 48, H, carries 0.085; number 49, C, carries -0.041; number 50, C, carries -0.255; number 51, C, carries -0.011; number 52, C, carries -0.284; number 53, C, carries -0.051; number 54, C, carries -0.339; number 55, Te, carries 1.756; number 56, N, carries -0.201; number 57, C, carries -0.666; number 58, O, carries -0.170; number 59, C, carries -0.212; number 60, C, carries -0.116; number 61, C, carries -0.070; number 62, C, carries -0.072; number 63, C, carries -0.061; number 64, C, carries -0.016; number 65, C, carries -0.413; number 66, C, carries -0.157; number 67, C, carries -0.084; number 68, C, carries -0.069; number 69, C, carries -0.036; number 70, C, carries -0.298; number 71, C, carries -0.057; number 72, C, carries -0.313; number 73, C, carries -0.077; number 74, C, carries -0.017; number 75, H, carries 0.076; number 76, H, carries 0.087; number 77, H, carries 0.085; number 78, H, carries 0.122; number 79, H, carries 0.087; number 80, H, carries 0.027; number 81, H, carries 0.090; number 82, H, carries 0.086; number 83, H, carries 0.111; number 84, H, carries 0.108; number 85, H, carries 0.108; number 86, H, carries 0.109; number 87, H, carries 0.066; number 88, H, carries 0.108; number 89, H, carries 0.110; number 90, H, carries 0.117; number 91, H, carries 0.084; number 92, H, carries 0.060; number 93, H, carries 0.083; number 94, H, carries 0.007; number 95, H, carries 0.087; number 96, H, carries 0.089; number 97, H, carries 0.129; number 98, C, carries -0.161; number 99, C, carries -0.428